Density functional theory data (ωB97M-V with the def2-TZVPD basis set) for a molecular structure, C37H40AsN4O5OsSe at a distorted geometry.

Calculated values
HOMO energy (alpha / beta): -0.615 / -0.615 hartree
HOMO-LUMO gap (alpha / beta): 7.2 / 5.5 eV
Electronic energy: -183843.73339 eV
Energy relative to the best compared isomer or geometry (same formula, charge and spin): 0.743 eV

Geometry as ORCA input:
```
! RIJCOSX wB97M-V def2-TZVPD def2/J DEFGRID3
* xyz 3 5
Os -0.33640 0.56110 0.33350
C -2.62150 -2.04430 -1.39100
C -1.39990 -2.58930 -0.74470
C -1.08860 -4.02660 -0.96130
O -0.64570 -1.88130 -0.07900
H -3.28560 -2.82350 -1.74620
H -2.32570 -1.43050 -2.24390
H -3.15700 -1.39300 -0.70040
H -1.99510 -4.62300 -0.90940
H -0.35410 -4.38770 -0.24650
H -0.69030 -4.14430 -1.96880
O 0.19770 0.11560 2.20700
As -0.13690 1.33610 3.34160
C -1.74300 0.86150 4.31480
C -2.56820 -0.16600 3.87780
C -3.71910 -0.44930 4.59880
C -4.02540 0.28560 5.73550
C -3.18510 1.30070 6.17140
C -2.02700 1.58690 5.46790
C -0.19850 3.05300 2.41000
C 0.75410 3.35670 1.43870
C 0.74800 4.61110 0.84330
C -0.19730 5.55450 1.21900
C -1.14890 5.24140 2.17920
C -1.15030 3.99150 2.78280
C 1.43800 1.34260 4.49590
C 1.58830 0.30290 5.40500
C 2.73150 0.25560 6.18780
C 3.70260 1.23900 6.05710
C 3.54620 2.26760 5.14120
C 2.40430 2.32980 4.35540
H -2.31100 -0.73650 2.98990
H -4.37380 -1.24720 4.28010
H -4.91940 0.06270 6.29890
H -3.42120 1.86180 7.06220
H -1.34670 2.36230 5.81220
H 1.53920 2.64390 1.17690
H 1.50420 4.85960 0.11240
H -0.18970 6.53950 0.77720
H -1.88250 5.97770 2.47320
H -1.89110 3.73900 3.53250
H 0.80790 -0.44880 5.50140
H 2.85110 -0.54040 6.90650
H 4.57740 1.21440 6.69030
H 4.30380 3.03050 5.04290
H 2.27030 3.15270 3.66040
C -1.98020 1.73670 -4.95480
C -2.53710 2.54020 -3.78780
C -1.43620 3.27680 -2.94930
C -0.54560 4.13640 -3.86220
C 0.46260 5.00040 -3.12970
C -2.22120 4.12780 -1.96370
O -2.55520 5.25670 -2.13300
N -2.61360 3.45500 -0.78210
C -2.04580 2.31920 -0.34880
O -2.23420 1.80730 0.77550
N -1.12310 1.68500 -1.10900
C -0.60730 2.21060 -2.26880
O 0.44250 1.76560 -2.68190
H -2.78710 1.16080 -5.40240
H -1.19130 1.05550 -4.63920
H -1.58980 2.39200 -5.72980
H -3.10480 1.87900 -3.12460
H -3.22650 3.29880 -4.16690
H -1.18580 4.76610 -4.48010
H -0.00450 3.44780 -4.51670
H -0.02870 5.68690 -2.44100
H 1.00750 5.60360 -3.85210
H 1.18320 4.39790 -2.57950
H -3.23330 3.96850 -0.16050
C 2.92810 -1.00440 2.11500
N 2.71990 -1.93070 1.04030
C 2.23500 -1.67560 -0.17930
Se 1.62300 -0.01430 -0.92030
N 2.27290 -2.80540 -0.90860
C 2.77770 -3.83450 -0.14160
C 3.01280 -5.18430 -0.39000
C 3.53360 -5.93060 0.64960
C 3.81340 -5.36430 1.90230
C 3.59760 -4.02390 2.15780
C 3.06530 -3.26500 1.11820
H 2.80800 0.01480 1.74590
H 3.93850 -1.13280 2.50590
H 2.20140 -1.19250 2.91170
H 1.99910 -2.86620 -1.88110
H 2.80910 -5.63480 -1.34800
H 3.73980 -6.97890 0.49060
H 4.20670 -5.99610 2.68370
H 3.83580 -3.59160 3.11690
*
```

---

Density functional theory data (ωB97M-V with the def2-TZVPD basis set) for a molecular structure, C37H40Br2ClN3O4P2SiZr.

Calculated values
HOMO energy: -0.472 hartree
HOMO-LUMO gap: 6.5 eV
Electronic energy: -232011.56558 eV
Energy relative to the best compared isomer or geometry (same formula, charge and spin): 0.064 eV

Geometry as ORCA input:
```
! RIJCOSX wB97M-V def2-TZVPD def2/J DEFGRID3
* xyz 2 1
Zr -0.10662 0.53538 -0.51635
C -0.80874 4.30810 -0.12230
P -1.72969 2.92442 -0.86068
C -2.46318 3.67253 -2.35282
C -3.12455 2.62518 0.25491
C -3.69134 3.65257 1.00457
C -4.74040 3.39117 1.87268
C -5.22884 2.09899 1.99262
C -4.68092 1.07113 1.23687
C -3.62998 1.32353 0.35771
P -2.91122 0.00881 -0.68273
C -3.75643 0.15259 -2.29154
C -3.61744 -1.53618 -0.04849
H -0.70217 4.13858 0.94615
H -1.31357 5.25743 -0.29496
H 0.18775 4.36665 -0.55875
H -3.10395 4.50495 -2.05715
H -3.06808 2.96372 -2.91563
H -1.67301 4.05809 -2.99438
H -3.30804 4.66298 0.92287
H -5.17283 4.19495 2.45557
H -6.04596 1.88841 2.67117
H -5.08620 0.07344 1.33988
H -4.82807 0.28716 -2.14710
H -3.59421 -0.77017 -2.85147
H -3.36451 0.97872 -2.88062
H -4.70513 -1.50958 -0.10911
H -3.30823 -1.72499 0.97655
H -3.25640 -2.36300 -0.66160
O 4.35361 1.85080 3.30033
C 4.91964 1.61056 2.12882
O 6.10506 1.50000 2.00426
C 4.01950 1.31923 0.95896
C 4.47500 0.89997 -0.28639
Cl 6.04310 0.65890 -0.83566
N 3.41596 0.65851 -1.08301
N 2.26276 0.87642 -0.40854
C 2.63394 1.28397 0.81834
C 1.51452 1.71579 1.69944
O 1.60888 2.01430 2.86172
O 0.39457 1.74445 1.02101
C 3.50653 0.39372 -2.49594
C 4.10663 1.36341 -3.29273
C 4.28872 1.11421 -4.64345
C 3.87512 -0.09740 -5.18923
C 3.27659 -1.05457 -4.38299
C 3.09786 -0.81482 -3.02450
H 3.37316 1.87691 3.27984
H 4.43868 2.29815 -2.85379
H 4.76771 1.85826 -5.26834
H 4.03785 -0.29886 -6.24144
H 2.97353 -2.00730 -4.80006
H 2.66878 -1.57303 -2.39445
Br 0.97799 2.77647 -3.06896
C 0.57654 1.32613 -4.25679
Br -0.36322 -0.11947 -3.32423
H 1.50678 0.90118 -4.61485
H -0.07167 1.67336 -5.04949
C 4.14844 -1.77064 2.67484
C 4.33519 -2.00899 1.31844
C 3.23887 -2.16935 0.48197
C 1.92127 -2.10046 0.96341
C 1.76608 -1.89251 2.33682
C 2.85693 -1.72995 3.18201
Si 0.53424 -2.18589 -0.32014
C -0.81593 -3.43107 0.00850
C -1.41198 -4.03234 -1.10712
C -2.44301 -4.95003 -0.96505
C -2.89496 -5.29054 0.30486
C -2.29943 -4.72320 1.42307
C -1.26858 -3.80408 1.27339
H 4.99986 -1.63559 3.33135
H 5.33827 -2.08305 0.91391
H 3.42451 -2.38868 -0.56617
H 0.77706 -1.88205 2.77521
H 2.70227 -1.58321 4.24458
H 1.20232 -2.66203 -1.55983
H -1.05267 -3.79627 -2.10450
H -2.88159 -5.41319 -1.84040
H -3.69113 -6.01508 0.42319
H -2.62706 -5.01313 2.41447
H -0.80011 -3.39492 2.16441
C -0.83282 -1.01965 4.84203
C -1.68689 -0.16953 3.89522
C -1.26946 -0.25941 2.50373
N -0.95935 -0.33626 1.40264
H -1.21581 -0.90700 5.85403
H 0.20393 -0.68992 4.83264
H -0.87702 -2.07666 4.57912
H -1.63401 0.89115 4.15294
H -2.73956 -0.46130 3.92270
*
```

---

Density functional theory data (ωB97M-V with the def2-TZVPD basis set) for a molecular structure, C37H40CoNOP3 at a distorted geometry.

Calculated values
HOMO energy (alpha / beta): -0.309 / -0.363 hartree
HOMO-LUMO gap (alpha / beta): 6.3 / 6.1 eV
Electronic energy: -108042.64590 eV

Geometry as ORCA input:
```
! RIJCOSX wB97M-V def2-TZVPD def2/J DEFGRID3
* xyz 1 5
C 2.28922 -2.69107 -4.32546
C 2.31038 -1.72853 -3.32178
C 1.65377 -0.48641 -3.55798
C 0.92309 -0.28785 -4.76588
C 0.83557 -1.33784 -5.69389
C 1.52474 -2.52774 -5.48267
C 0.26487 0.98697 -5.02559
C 0.77564 2.11472 -4.25895
C 1.56080 1.89657 -3.08980
C 2.15086 3.00747 -2.42291
C 1.90826 4.28620 -2.91751
C 1.04601 4.51092 -3.99323
C 0.48237 3.42843 -4.65882
H 2.85427 -3.60888 -4.16827
H 0.23667 -1.18819 -6.59651
H 1.49682 -3.32602 -6.22631
H 0.20012 1.21234 -6.09919
H 2.39280 5.12498 -2.42076
H 0.85636 5.53227 -4.32664
H -0.17485 3.58010 -5.51914
N 1.78326 0.58272 -2.67036
Co 1.84517 0.23313 -0.88391
C 3.03546 -2.02228 -2.01840
H 3.92029 -1.38061 -1.87934
H 3.35728 -3.06929 -1.97753
C 3.06950 2.83813 -1.22512
H 3.98820 2.29010 -1.48764
H 3.35458 3.81880 -0.82730
P 1.94683 -1.80037 -0.52695
P 2.29733 1.93347 0.19271
C 0.90875 2.97461 0.69837
H 0.20298 2.35619 1.26621
H 1.26062 3.81061 1.31812
H 0.39136 3.36398 -0.18792
C 3.50699 1.91590 1.52934
H 3.65524 2.93351 1.91381
H 3.12621 1.26365 2.32508
H 4.45702 1.51399 1.15375
C 0.52798 -2.86523 -0.81877
H 0.74925 -3.88434 -0.47459
H -0.32855 -2.43931 -0.26929
H 0.29472 -2.87900 -1.89004
C 2.82040 -2.42020 0.91853
H 2.29215 -2.05645 1.81005
H 2.82607 -3.51867 0.90802
H 3.84895 -2.03433 0.92306
H -1.18613 0.86905 -4.82081
H -1.97704 0.76641 -4.70581
O -1.57073 -1.13666 0.45056
P -2.00236 -0.84659 1.86357
C -0.64239 -1.02073 3.03411
C -0.27975 -2.30400 3.47902
C 0.80146 -2.45888 4.34840
C 1.54621 -1.34802 4.74911
C 1.20221 -0.07244 4.28737
C 0.10461 0.09469 3.43880
C -2.64058 0.83895 1.97695
C -3.33108 1.28959 3.11024
C -3.78358 2.61187 3.16754
C -3.56302 3.47843 2.09244
C -2.90328 3.01887 0.94633
C -2.45919 1.69753 0.87942
C -3.31345 -1.95290 2.42331
C -3.54896 -2.21049 3.78241
C -4.60412 -3.04819 4.15914
C -5.41054 -3.64341 3.18501
C -5.16762 -3.39566 1.82805
C -4.12479 -2.55034 1.44670
H -0.85463 -3.17269 3.15815
H 1.05899 -3.45621 4.71033
H 2.39293 -1.47217 5.42603
H 1.78244 0.79817 4.59443
H -0.18308 1.09347 3.10726
H -3.51542 0.61205 3.94384
H -4.31056 2.95964 4.05719
H -3.90566 4.51279 2.14352
H -2.73212 3.68548 0.09987
H -1.96306 1.32004 -0.01608
H -2.91088 -1.76726 4.54930
H -4.78625 -3.23374 5.21873
H -6.23027 -4.29955 3.48113
H -5.78947 -3.86140 1.06392
H -3.92463 -2.35286 0.39191
*
```

---

Density functional theory data (ωB97M-V with the def2-TZVPD basis set) for a molecular structure, C37H40EuO2P2 at a distorted geometry.

Calculated values
HOMO energy (alpha / beta): -0.243 / -0.246 hartree
HOMO-LUMO gap (alpha / beta): 6.3 / 6.4 eV
Electronic energy: -81016.90890 eV
Energy relative to the best compared isomer or geometry (same formula, charge and spin): 0.000 eV

Geometry as ORCA input:
```
! RIJCOSX wB97M-V def2-TZVPD def2/J DEFGRID3
* xyz 0 8
Eu 0.99762 -0.96718 0.23839
C -2.59307 -0.02727 0.78602
C -2.64246 -0.31560 -0.51409
C -2.84026 0.65029 -1.63672
C -1.57551 1.27172 -2.28593
C -0.49410 1.73621 -1.35955
C -0.69531 2.27445 -0.14540
C -2.01306 2.50094 0.51582
C -2.55788 1.34174 1.38491
C 2.84433 0.35403 -0.43614
H -2.56386 -0.83743 1.52232
H -2.53590 -1.36527 -0.82224
H -3.51938 1.46505 -1.34902
H -3.33733 0.09321 -2.45342
H -1.12378 0.54514 -2.97997
H -1.92463 2.10936 -2.92354
H 0.53593 1.65423 -1.74144
H 0.17872 2.56226 0.44766
H -2.78381 2.80335 -0.20986
H -1.86597 3.34687 1.21113
H -1.95109 1.27989 2.30254
H -3.56925 1.64486 1.71421
H 3.41358 0.02610 0.45553
H 2.71681 1.43817 -0.50540
H 3.17262 -0.14666 -1.36859
P 0.13058 -2.35668 -9.40037
P 2.12658 0.42409 -9.65816
C -0.40689 -0.74666 -10.03823
C 0.36848 0.36928 -10.07154
C -0.76153 -3.52292 -10.52156
C -1.94115 -3.19637 -11.20901
C -2.57212 -4.14751 -12.01926
C -2.03949 -5.43099 -12.15413
C -0.85266 -5.75790 -11.48223
C -0.20779 -4.80971 -10.68785
C -0.86738 -2.46034 -7.85605
C -0.48987 -1.59643 -6.81110
C -1.22277 -1.57590 -5.62517
C -2.34331 -2.41207 -5.48124
C -2.70530 -3.28690 -6.51498
C -1.95474 -3.32836 -7.69413
C 2.74493 1.21347 -11.24155
C 2.71532 0.42323 -12.40643
C 3.07605 0.96373 -13.64348
C 3.47582 2.30342 -13.74092
C 3.52756 3.08568 -12.58668
C 3.18607 2.54310 -11.33931
C 2.18374 1.84964 -8.50796
C 3.31059 1.93430 -7.66420
C 3.45251 3.01386 -6.79871
C 2.47018 4.01576 -6.75526
C 1.34365 3.92511 -7.58632
C 1.19394 2.83530 -8.44978
H -1.44111 -0.69383 -10.40610
H -0.03882 1.30423 -10.49117
H -2.38735 -2.20698 -11.11708
H -3.49068 -3.87683 -12.54085
H -2.54170 -6.17158 -12.77562
H -0.43487 -6.75783 -11.57968
H 0.72816 -5.06322 -10.18019
H 0.37021 -0.93580 -6.94179
H -0.92721 -0.91054 -4.81124
H -2.93148 -2.38129 -4.55915
H -3.57359 -3.93850 -6.40624
H -2.22806 -4.02066 -8.49002
H 2.38525 -0.61775 -12.34675
H 3.04328 0.34463 -14.53737
H 3.74484 2.72830 -14.71049
H 3.83406 4.12893 -12.65071
H 3.24434 3.17387 -10.45216
H 4.07104 1.15028 -7.70570
H 4.33018 3.08169 -6.15155
H 2.58090 4.86178 -6.07510
H 0.57979 4.70256 -7.56020
H 0.30740 2.76686 -9.08020
C 0.90945 -0.09002 4.47200
C 0.73331 -0.24079 2.98347
O 0.71599 -1.45681 2.51695
O 0.64880 0.75718 2.18791
H 0.99693 -1.07453 4.94848
H 0.07208 0.44001 4.93729
H 1.81192 0.47742 4.69797
*
```

---

Density functional theory data (ωB97M-V with the def2-TZVPD basis set) for 13 unconnected molecules or ions with the total composition C37H40F12O37 at a distorted geometry.

Calculated values
HOMO energy: -0.380 hartree
HOMO-LUMO gap: 10.5 eV
Electronic energy: -147387.35838 eV

Geometry as ORCA input:
```
! RIJCOSX wB97M-V def2-TZVPD def2/J DEFGRID3
* xyz 0 1
C -0.87067 4.79615 4.19955
C -1.83168 4.74653 3.02383
O -2.08098 3.44722 2.84412
C -1.25604 2.66916 3.54150
O -1.12579 1.49065 3.46998
O -0.47931 3.42485 4.36824
F -1.24590 5.14882 1.77989
H -1.35449 5.20846 5.06795
H 0.00116 5.37124 3.86326
H -2.74795 5.36525 3.03774
C -2.60028 -2.20116 -4.85735
C -3.31295 -3.55631 -5.09123
O -2.80052 -4.41694 -4.10299
C -1.70388 -3.85761 -3.54710
O -1.02326 -4.38053 -2.75082
O -1.47559 -2.58436 -4.00855
F -3.03713 -4.12253 -6.34526
H -3.18710 -1.60863 -4.13014
H -2.26308 -1.66881 -5.74729
H -4.40041 -3.45758 -5.08345
C 1.84650 -0.66039 3.99712
C 2.75997 -1.78655 4.58572
O 2.23474 -2.89437 3.93916
C 1.08190 -2.52508 3.29084
O 0.46966 -3.37660 2.71251
O 0.75488 -1.22893 3.33184
F 2.46602 -1.85600 5.93347
H 2.45124 -0.14905 3.23468
H 1.35448 -0.03274 4.75199
H 3.84877 -1.49173 4.49533
C 5.03200 1.15220 -0.19089
C 6.32161 1.77175 0.32508
O 6.46415 1.17282 1.54905
C 5.24758 0.66795 1.97912
O 5.14673 0.10543 2.98787
O 4.36162 0.64371 0.95905
F 6.18225 3.10411 0.49580
H 5.28150 0.36713 -0.88973
H 4.43468 1.86367 -0.72222
H 7.27394 1.59114 -0.21259
C 0.02132 -0.60067 0.40439
C -0.62621 -0.33536 -0.99497
O 0.43748 -0.60744 -1.89882
C 1.60346 -0.44559 -1.19774
O 2.63624 -0.20692 -1.74436
O 1.42588 -0.61628 0.10595
F -0.84776 1.00423 -1.17399
H -0.25121 -1.57605 0.88329
H -0.25914 0.26247 1.02687
H -1.52776 -0.84266 -1.31048
C 0.90181 1.72227 -4.06334
C 1.87838 2.93134 -4.09823
O 2.61929 2.69841 -5.21992
C 2.44277 1.46500 -5.72529
O 3.08900 0.91291 -6.57263
O 1.34265 0.89953 -5.15566
F 2.67235 2.95757 -2.99902
H -0.11414 2.04763 -4.35700
H 0.90159 1.08827 -3.16821
H 1.35278 3.85852 -4.13336
C -4.10669 1.85600 -1.39133
C -4.72709 2.69357 -0.27970
O -5.73637 3.32922 -0.92767
C -5.63995 3.19208 -2.33352
O -6.35876 3.75214 -3.10008
O -4.60385 2.37316 -2.64016
F -3.82589 3.69885 0.14394
H -4.38280 0.81252 -1.26507
H -3.00620 1.95184 -1.38223
H -4.96419 2.16772 0.66249
C 5.37683 3.92797 3.67507
C 4.61084 5.21997 3.99593
O 3.27776 4.81504 4.04156
C 3.16305 3.67342 3.26781
O 2.15088 3.19873 2.90498
O 4.35855 3.19265 3.00290
F 4.72833 6.16623 2.99064
H 5.71760 3.44440 4.55564
H 6.19409 4.06538 2.97337
H 4.89546 5.67284 4.97915
C -5.35818 -3.12512 0.54420
C -5.77386 -3.95771 -0.64299
O -5.03906 -3.44226 -1.71876
C -4.67387 -2.17531 -1.39876
O -4.27650 -1.40580 -2.21223
O -4.90539 -1.92852 -0.10186
F -7.11923 -3.74750 -1.04409
H -4.55317 -3.52401 1.17761
H -6.15597 -2.77867 1.19327
H -5.68759 -5.01978 -0.51502
C 3.16931 -1.71890 -4.28551
C 1.96011 -2.64888 -3.89489
O 2.30485 -3.01288 -2.60192
C 3.68742 -2.88809 -2.39627
O 4.27528 -3.41597 -1.50520
O 4.22876 -2.10539 -3.32593
F 1.86067 -3.64199 -4.81694
H 2.86755 -0.70141 -4.14790
H 3.50225 -1.83138 -5.32691
H 1.10101 -2.06325 -3.86158
C 1.08654 -4.76213 -0.31453
C 0.19726 -5.95058 -0.14953
O -1.11810 -5.43191 -0.15927
C -1.09694 -4.11965 0.05792
O -1.99859 -3.40874 0.25541
O 0.20407 -3.66881 -0.02984
F 0.32517 -6.51989 1.04445
H 1.51933 -4.73325 -1.32211
H 1.91705 -4.76452 0.41397
H 0.25759 -6.72657 -0.92053
C -3.09770 -1.08836 4.53168
C -2.81176 -1.90884 3.32449
O -3.40154 -1.21767 2.27029
C -4.25086 -0.33723 2.75200
O -5.00907 0.31844 2.05361
O -4.27357 -0.30836 4.05870
F -3.37546 -3.19073 3.42508
H -2.34364 -0.28019 4.63514
H -3.37576 -1.63905 5.41240
H -1.81095 -2.01434 3.16768
C 0.78902 3.87520 -0.13681
O 0.50505 4.48526 -1.37267
H -0.12971 3.65046 0.39365
H 1.33979 2.92207 -0.29280
H 1.37900 4.53766 0.50199
H 0.12060 5.34132 -1.28502
*
```